# 1
This record from OMol25 describes a structure of composition C39H38AuN3OSb2 at a distorted geometry. The level of theory is ωB97M-V with the def2-TZVPD basis set.

Positions of all 84 atoms, in Å:
Au  0.4588  1.3690  -0.0093
C  -2.2425  1.4804  -2.7144
C  -2.5831  0.0399  -2.3598
C  -1.3554  -0.7607  -1.9604
Sb  -1.6924  -2.1405  -0.2597
C  -2.9618  -1.4171  1.3667
C  -3.9267  -2.2890  1.8450
C  -4.7050  -1.9134  2.9280
C  -4.4800  -0.6937  3.5463
C  -3.4963  0.1597  3.0748
C  -2.7291  -0.2018  1.9775
C  -3.4280  -3.0206  -1.4143
C  -3.1541  -3.9759  -2.3646
C  -4.1768  -4.3927  -3.2042
C  -5.4392  -3.8428  -3.0803
C  -5.6922  -2.8785  -2.1228
C  -4.6773  -2.4558  -1.2764
Sb  -1.6291  2.5564  -0.9420
C  -1.3216  4.6046  -1.4395
C  -2.2437  5.3108  -2.1917
C  -2.0606  6.6701  -2.3865
C  -0.9683  7.3126  -1.8267
C  -0.0446  6.5984  -1.0810
C  -0.2213  5.2396  -0.8882
C  -3.3894  2.7185  0.2556
C  -4.6056  2.1193  -0.0365
C  -5.6654  2.2593  0.8461
C  -5.5149  2.9970  2.0094
C  -4.3047  3.6116  2.2907
C  -3.2419  3.4636  1.4193
H  -3.1035  1.9751  -3.1667
H  -1.4130  1.5238  -3.4196
H  -3.0626  -0.4390  -3.2174
H  -3.3131  0.0434  -1.5469
H  -0.5360  -0.1285  -1.6280
H  -1.0033  -1.3780  -2.7839
H  -4.0859  -3.2496  1.3708
H  -5.4510  -2.5948  3.3088
H  -5.0599  -0.4215  4.4145
H  -3.2983  1.0993  3.5704
H  -1.9497  0.4526  1.6081
H  -2.1638  -4.3968  -2.4566
H  -3.9745  -5.1403  -3.9529
H  -6.2364  -4.1607  -3.7333
H  -6.6774  -2.4479  -2.0294
H  -4.8792  -1.7026  -0.5269
H  -3.1076  4.8098  -2.6090
H  -2.7797  7.2305  -2.9641
H  -0.8405  8.3757  -1.9623
H  0.8025  7.1058  -0.6444
H  0.4921  4.6697  -0.3008
H  -4.7481  1.5579  -0.9517
H  -6.6155  1.7961  0.6219
H  -6.3462  3.1107  2.6872
H  -4.1881  4.2048  3.1851
H  -2.2896  3.9345  1.6337
C  0.6828  -1.2815  1.8415
O  0.0213  -0.8360  0.6947
H  0.2360  -0.8714  2.7517
H  1.7378  -0.9917  1.7982
H  0.6413  -2.3758  1.9021
C  4.0626  -0.5171  -1.7788
C  2.9350  -0.2758  -1.0131
N  2.6159  0.9458  -0.5890
C  3.3867  1.9659  -0.9312
C  4.5148  1.8329  -1.7417
C  4.8589  0.5500  -2.1647
C  5.2730  3.0160  -2.1468
C  4.7438  4.0919  -2.7414
C  3.3558  4.2173  -3.1561
C  2.8143  5.4532  -3.5379
C  1.4774  5.4633  -3.8975
N  0.7476  4.3596  -3.9099
C  1.3435  3.2324  -3.5807
N  2.5909  3.1266  -3.1979
H  4.2978  -1.5206  -2.0956
H  2.2680  -1.0736  -0.7185
H  3.1135  2.9353  -0.5385
H  5.7201  0.3940  -2.7980
H  6.3350  2.9908  -1.9406
H  5.3731  4.9389  -2.9693
H  3.4095  6.3501  -3.5480
H  0.9702  6.3722  -4.1927
H  0.7696  2.3163  -3.6297

LUMO energy: -9.5 eV
E_HOMO: -13.210 eV
Charge: +2
Frontier orbital gap: 3.7 eV
Molecular weight: 1005.24 g/mol

=====

# 2
This record from OMol25 describes a cluster of 2 separate species, C2H8S2 in total at a distorted geometry. The level of theory is ωB97M-V with the def2-TZVPD basis set.

Positions of all 12 atoms, in Å:
C  -2.6772  -0.3265  0.5320
H  -3.3801  -1.1355  0.9338
H  -1.8743  -0.0949  1.1871
H  -2.3608  -0.6360  -0.4785
H  -3.2239  0.5709  0.4889
C  2.2519  0.2170  -1.3270
S  1.5406  -0.9236  0.0420
S  1.7279  0.0989  1.7832
H  1.9902  1.3180  -1.2912
H  3.4037  0.1834  -1.2011
H  2.0200  -0.1362  -2.3371
H  0.5820  0.8645  1.6679

LUMO energy: 0.6 eV
E_HOMO: -9.077 eV
Charge: 0
Frontier orbital gap: 9.7 eV
Molecular weight: 96.22 g/mol

=====

# 3
This record from OMol25 describes a cluster of 2 separate species, C13H23ClFN4O6S in total. The level of theory is ωB97M-V with the def2-TZVPD basis set.

Positions of all 49 atoms, in Å:
C  -2.1986  -6.4998  1.8715
C  -1.0951  -5.4556  1.8112
Cl  -0.7982  -5.0463  0.0909
C  -1.5213  -4.1972  2.6208
C  -1.1697  -2.9054  1.9947
N  -1.9956  -1.9519  1.6040
C  -1.2659  -0.9505  1.0904
N  -1.7760  0.1700  0.6035
C  -3.2388  0.3279  0.6683
C  -3.9867  -0.1554  -0.5714
O  -4.1966  -1.5573  -0.5150
C  -0.9523  1.2566  0.0411
C  -1.7263  2.3053  -0.7560
O  -0.7950  2.9097  -1.6712
C  -0.1631  3.9981  -1.1985
O  0.1914  4.1137  -0.0689
N  0.0848  -1.2571  1.1753
S  1.5718  -0.5103  0.8207
N  0.0671  -2.5149  1.7576
F  1.2040  -3.1542  1.9944
H  -1.8448  -7.4577  1.5000
H  -3.0326  -6.1893  1.2440
H  -2.5492  -6.6027  2.8980
H  -0.1851  -5.8653  2.2379
H  -2.5923  -4.2109  2.8011
H  -1.0295  -4.2435  3.5951
H  -3.4772  1.3635  0.9040
H  -3.6206  -0.2615  1.4992
H  -4.9457  0.3594  -0.6408
H  -3.4277  0.0752  -1.4800
H  -3.6942  -1.9821  -1.2153
H  -0.4043  1.7525  0.8402
H  -0.2323  0.8205  -0.6468
H  -2.5123  1.8965  -1.3766
H  -2.0985  3.0850  -0.0948
H  -0.0050  4.7684  -1.9554
H  1.7166  -0.9819  -0.4307
C  6.5497  3.9783  -3.4333
O  6.1255  3.6544  -2.1031
C  4.8150  3.7212  -1.9112
O  3.9868  4.0141  -2.7353
O  4.5577  3.4022  -0.6391
C  3.1705  3.4495  -0.3114
H  7.6304  3.8805  -3.4337
H  6.1159  3.2864  -4.1519
H  6.2715  4.9992  -3.6847
H  2.6152  2.7398  -0.9253
H  2.7713  4.4503  -0.4496
H  3.0853  3.1726  0.7359

LUMO energy: -3.0 eV
E_HOMO: -12.744 eV
Charge: +1
Frontier orbital gap: 9.7 eV
Molecular weight: 417.87 g/mol

=====

# 4
This record from OMol25 describes the ion C30H33N4 with charge +1 at a distorted geometry. The level of theory is ωB97M-V with the def2-TZVPD basis set.

Positions of all 67 atoms, in Å:
C  5.8543  -1.1089  3.1263
C  4.5936  -0.3430  3.4161
C  4.5964  1.0518  3.2870
C  3.4283  1.7859  3.4989
C  2.2588  1.1541  3.9563
C  0.9290  1.9371  4.0674
C  -0.2593  1.0894  3.6884
C  -1.5189  1.5751  3.7872
C  -2.6853  0.7601  3.5945
C  -3.9384  1.4020  3.5338
C  -5.0921  0.6847  3.2744
C  -5.0378  -0.7043  3.0887
C  -6.3143  -1.4368  2.8020
C  -3.8005  -1.3626  3.1836
C  -2.6375  -0.6499  3.4497
C  2.2830  -0.2353  4.1480
C  3.4147  -0.9827  3.8099
H  5.6647  -2.1829  3.0598
H  6.2941  -0.7649  2.1843
H  6.6149  -0.9530  3.9010
H  5.5115  1.5657  2.9591
H  3.4444  2.8697  3.3303
H  0.9990  2.7834  3.3717
H  -0.0359  0.0918  3.2784
H  -1.7101  2.6268  4.0158
H  -3.9784  2.4825  3.6671
H  -6.0555  1.1944  3.1981
H  -6.1485  -2.5161  2.7088
H  -7.0615  -1.2575  3.5914
H  -6.7649  -1.0764  1.8650
H  -3.7789  -2.4469  3.0365
H  -1.6888  -1.1882  3.5320
H  1.4053  -0.7492  4.5366
H  3.3671  -2.0766  3.8241
C  -4.3590  10.1713  7.6990
C  -3.0845  10.4368  7.1752
C  -2.3026  9.4044  6.6529
C  -2.7623  8.0570  6.6610
C  -1.9307  6.9485  6.1906
C  -0.6842  6.9571  5.5741
N  -0.3112  5.6556  5.4631
C  0.9490  5.0414  4.9988
C  1.2954  3.8021  5.8406
C  2.7258  3.4140  6.1689
C  2.5739  2.0346  6.8445
C  1.1314  1.5899  6.5792
N  0.6628  2.4863  5.4010
N  -1.3014  4.8574  5.9678
N  -2.2722  5.6270  6.3855
C  -4.0478  7.8109  7.2031
C  -4.8271  8.8468  7.7242
H  -4.9792  10.9861  8.0795
H  -2.7018  11.4611  7.1776
H  -1.3146  9.6154  6.2409
H  -0.0837  7.7992  5.2703
H  0.8781  4.8327  3.9124
H  1.7398  5.7955  5.1287
H  0.7846  3.9639  6.7976
H  3.3701  3.3354  5.2810
H  3.1610  4.1672  6.8348
H  3.2963  1.2941  6.4774
H  2.7412  2.1337  7.9185
H  0.9848  0.5346  6.3637
H  0.4634  1.8874  7.3964
H  -0.3426  2.6859  5.4827
H  -4.4133  6.7815  7.2154
H  -5.8037  8.6285  8.1540

LUMO energy: -2.4 eV
E_HOMO: -10.702 eV
Charge: +1
Frontier orbital gap: 8.3 eV
Molecular weight: 449.62 g/mol

=====

# 5
This record from OMol25 describes a structure of composition C39H43ClP2ScSi2 at a distorted geometry. The level of theory is ωB97M-V with the def2-TZVPD basis set.

Positions of all 88 atoms, in Å:
C  -0.0881  1.7791  0.2866
C  1.0467  1.5753  -0.5654
C  0.5825  1.5489  -1.9136
H  2.0861  1.5444  -0.2450
C  -0.8341  1.7151  -1.9039
C  -1.2536  1.8622  -0.5451
H  -2.2617  2.1134  -0.2243
H  -0.0560  1.9484  1.3611
H  1.2053  1.4945  -2.8043
H  -1.4675  1.7925  -2.7863
Sc  -0.3485  -0.2932  -0.7970
Si  1.1923  -3.6477  -5.5663
C  2.3825  -5.0781  -5.7081
C  1.9449  -6.4117  -5.7702
H  0.8912  -6.6604  -5.6174
C  2.8703  -7.4288  -6.0237
H  2.5240  -8.4619  -6.0739
C  4.2264  -7.1287  -6.2095
H  4.9469  -7.9191  -6.4293
C  4.6573  -5.8030  -6.1047
H  5.7117  -5.5560  -6.2235
C  3.7479  -4.7785  -5.8370
H  4.1034  -3.7482  -5.7200
C  0.0620  -3.7633  -7.0298
C  0.7088  -3.8843  -8.2698
H  1.8046  -3.9154  -8.3182
C  -0.0450  -3.9770  -9.4396
H  0.4678  -4.0469  -10.3961
C  -1.4408  -3.9751  -9.3836
H  -2.0223  -4.0375  -10.3080
C  -2.0782  -3.8837  -8.1422
H  -3.1665  -3.8861  -8.0866
C  -1.3396  -3.7756  -6.9621
H  -1.8364  -3.7127  -5.9878
H  2.0028  -2.4468  -5.8929
Si  0.7268  -2.9438  -3.1526
C  0.0655  -1.3221  -3.7885
C  0.9431  -0.4498  -4.4704
H  2.0071  -0.4353  -4.2210
C  0.4561  0.3392  -5.5120
H  1.1538  0.9031  -6.1382
C  -0.9180  0.3856  -5.7725
H  -1.2912  0.9847  -6.6063
C  -1.8105  -0.2701  -4.9213
H  -2.8887  -0.1675  -5.0571
C  -1.3239  -1.0737  -3.8829
H  -2.0304  -1.5335  -3.1826
C  2.4849  -2.7822  -2.5460
C  3.1488  -1.5749  -2.2668
H  2.5769  -0.6656  -2.0523
C  4.5496  -1.5369  -2.2848
H  5.0671  -0.5881  -2.1410
C  5.2846  -2.7039  -2.5206
H  6.3714  -2.6650  -2.6197
C  4.6189  -3.9327  -2.5924
H  5.1861  -4.8549  -2.7318
C  3.2253  -3.9739  -2.5039
H  2.6935  -4.9263  -2.4499
H  0.3344  -4.2547  -3.6559
Cl  -0.5318  -3.0220  -1.3627
C  -2.6332  -2.6178  1.4587
P  -2.1016  -0.9006  1.1554
C  -3.6659  0.0128  1.2510
C  -1.2966  -0.4946  2.7856
C  -2.0083  -0.0595  3.9043
C  -1.3284  0.2567  5.0879
C  0.0549  0.1117  5.1561
C  0.7847  -0.3457  4.0546
C  0.1187  -0.6455  2.8700
P  1.0002  -1.2139  1.3424
C  2.7020  -0.6399  1.5795
C  1.1543  -2.9922  1.6833
H  -2.4905  -3.1953  0.5391
H  -3.6934  -2.6096  1.7335
H  -2.0542  -3.0774  2.2670
H  -4.3390  -0.4848  1.9609
H  -3.4929  1.0524  1.5570
H  -4.1140  0.0004  0.2466
H  -3.0941  0.0385  3.8751
H  -1.9004  0.6059  5.9521
H  0.5809  0.3492  6.0763
H  1.8658  -0.4636  4.1326
H  3.1953  -1.2848  2.3183
H  3.2314  -0.7153  0.6198
H  2.7131  0.4025  1.9193
H  2.0754  -3.1570  2.2539
H  0.2984  -3.3542  2.2642
H  1.2019  -3.5353  0.7342

LUMO energy (alpha / beta): -2.5 / -4.0 eV
E_HOMO (alpha / beta): -9.803 / -8.276 eV
Charge: +1
Frontier orbital gap (alpha / beta): 7.3 / 4.3 eV
Molecular weight: 710.30 g/mol

=====

# 6
This record from OMol25 describes a structure of composition C34H28BN11Pb at a distorted geometry. The level of theory is ωB97M-V with the def2-TZVPD basis set.

Positions of all 75 atoms, in Å:
Pb  0.0645  0.1180  0.2717
C  -0.4307  -3.2857  -2.6891
C  0.3258  -2.3452  -2.0081
N  -0.4522  -1.6724  -1.1423
N  -1.7054  -2.1818  -1.2387
C  -1.7119  -3.1385  -2.1787
B  -2.8432  -1.5905  -0.3289
N  -2.3375  -1.6900  1.1739
C  -2.8855  -2.4216  2.1494
C  -2.0945  -2.3413  3.2873
C  -1.0442  -1.5160  2.9272
N  -1.2060  -1.1099  1.6518
N  -3.0073  -0.0915  -0.6774
C  -3.9795  0.5588  -1.3377
C  -3.6788  1.9072  -1.3583
C  -2.4814  2.0179  -0.6673
N  -2.0788  0.8146  -0.2461
N  -4.1050  -2.3853  -0.4252
C  -4.2577  -3.7578  -0.4020
C  -5.5754  -4.0223  -0.2575
C  -6.1808  -2.7417  -0.1842
N  -5.3060  -1.7553  -0.2709
H  -0.1055  -3.9668  -3.4602
H  1.3772  -2.0989  -2.1179
H  -2.6264  -3.6379  -2.4585
H  -3.8155  -2.9500  1.9891
H  -2.2747  -2.8068  4.2444
H  -0.2079  -1.1766  3.5234
H  -4.8233  0.0395  -1.7594
H  -4.2657  2.6969  -1.8011
H  -1.9088  2.9039  -0.4277
H  -3.4227  -4.4412  -0.4591
H  -6.0517  -4.9868  -0.1849
H  -7.2300  -2.5088  -0.0694
C  0.6406  2.1541  -3.5800
C  0.8170  3.4703  -3.1707
C  0.9597  3.7932  -1.8271
C  0.9299  2.7972  -0.8432
C  0.7382  1.5322  -1.3390
C  0.5852  1.1248  -2.6362
C  1.0406  3.1199  0.6032
C  1.7575  4.2521  1.0371
C  1.8529  4.4992  2.3754
C  1.2158  3.6428  3.3044
C  1.2670  3.8499  4.7049
C  0.6009  3.0112  5.5540
C  -0.1596  1.9398  5.0355
C  -0.2077  1.7032  3.6869
C  0.4953  2.5426  2.7964
N  0.4566  2.2950  1.4467
H  0.5440  1.9042  -4.6286
H  0.8385  4.2608  -3.9091
H  1.0594  4.8295  -1.5258
H  0.4333  0.0970  -2.9395
H  2.2506  4.8936  0.3193
H  2.4173  5.3531  2.7346
H  1.8266  4.6957  5.0887
H  0.6318  3.1803  6.6226
H  -0.7400  1.3239  5.7127
H  -0.8440  0.9262  3.2791
N  2.4561  -3.2833  2.4070
C  1.6973  -2.7210  1.4812
N  1.7283  -1.3747  1.5462
C  2.5642  -1.0743  2.5687
C  3.0122  0.2066  3.0607
C  3.8910  0.2271  4.1411
C  4.3330  -0.9547  4.7012
C  3.9105  -2.2488  4.2010
C  3.0411  -2.2584  3.1433
H  2.5911  -4.2797  2.5360
H  1.1191  -3.2872  0.7574
H  2.7003  1.1281  2.5827
H  4.2468  1.1724  4.5296
H  5.0290  -0.9220  5.5306
H  4.2771  -3.1655  4.6549

LUMO energy (alpha / beta): -9.5 / -12.7 eV
E_HOMO (alpha / beta): -15.848 / -15.848 eV
Charge: +3
Frontier orbital gap (alpha / beta): 6.3 / 3.2 eV
2S+1: 2
Molecular weight: 808.69 g/mol